# 1
2 unconnected molecules or ions with the total composition C5H12O2PS in a non-equilibrium geometry. Source: the OMol25 dataset; level of theory: ωB97M-V with the def2-TZVPD basis set.

- LUMO level: 3.34 eV
- HOMO-LUMO gap: 6.780 eV
- Total charge: -1
- Relative energy (zero: lowest compared OMol25 entry of this formula, charge and spin): 41.12 kcal per mole

Cartesian coordinates (Å):
C 2.73 1.42 -0.96
C -2.84 -1.42 1.04
C 1.99 0.71 0.13
C -2.84 -0.66 -0.18
C 2.00 -0.79 -0.17
O -1.34 1.39 -1.15
O -1.49 1.34 1.43
P -1.56 0.66 0.11
S 0.73 -1.83 0.75
H 3.20 2.35 -0.45
H 3.80 0.95 -1.17
H 2.18 1.57 -1.83
H -1.83 -1.74 1.19
H -3.04 -0.67 1.82
H -3.50 -2.21 1.04
H 0.94 0.96 0.00
H 2.44 0.94 1.10
H -3.76 0.08 -0.34
H -2.60 -1.06 -1.13
H 1.84 -0.83 -1.22
H 2.95 -1.17 0.01

---

# 2
A gas-phase ion, C3H3N2 (charge +1) in a non-equilibrium geometry. Source: the OMol25 dataset; level of theory: ωB97M-V with the def2-TZVPD basis set.

- LUMO level (alpha / beta): -7.77 / -7.64 eV
- HOMO-LUMO gap (alpha / beta): 6.993 / 7.169 eV
- Total charge: +1
- Relative energy (zero: lowest compared OMol25 entry of this formula, charge and spin): 141.94 kcal per mole

Cartesian coordinates (Å):
C 1.46 0.15 -0.12
C 0.97 -1.06 0.11
C -1.03 0.11 0.04
N 0.92 1.19 0.11
N -0.32 -0.97 -0.01
H -2.01 0.28 -0.18
H 0.97 2.18 -0.06
H -0.96 -1.88 0.12

---

# 3
A single C18H16BrN7 molecule in a non-equilibrium geometry. Source: the OMol25 dataset; level of theory: ωB97M-V with the def2-TZVPD basis set.

- LUMO level: -0.18 eV
- HOMO-LUMO gap: 7.920 eV
- Total charge: 0
- Relative energy (zero: lowest compared OMol25 entry of this formula, charge and spin): 47.59 kcal per mole

Cartesian coordinates (Å):
Br 0.82 0.85 -4.96
C -0.52 -0.01 -3.92
C -1.15 -1.24 -4.42
C -1.84 -2.02 -3.51
C -2.05 -1.52 -2.25
C -1.74 -0.19 -1.87
N -2.25 0.20 -0.62
C -1.97 -0.20 0.64
N -2.82 0.45 1.43
C -2.70 0.28 2.78
N -1.77 -0.54 3.26
C -0.89 -1.15 2.48
C 0.18 -1.81 3.04
C 1.04 -2.47 2.26
N 0.96 -2.48 0.94
C -0.04 -1.84 0.37
C -0.96 -1.03 1.14
C -0.80 0.53 -2.67
N -0.16 1.74 -2.31
C 0.25 2.04 -0.94
C 1.64 1.33 -0.64
C 2.00 1.32 0.86
C 2.93 0.48 1.57
N 3.05 0.98 2.86
C 2.35 2.25 2.82
N 1.68 2.39 1.66
H -0.89 -1.53 -5.49
H -2.30 -2.86 -3.99
H -2.50 -2.05 -1.43
H -2.27 1.19 -0.68
H -3.25 0.87 3.47
H 0.14 -1.81 4.15
H 1.92 -2.98 2.72
H -0.04 -1.66 -0.74
H 0.38 2.14 -3.04
H 0.45 3.12 -0.86
H -0.57 1.69 -0.30
H 2.39 1.99 -1.17
H 1.66 0.33 -1.11
H 3.52 -0.37 1.23
H 3.83 0.73 3.49
H 2.29 2.90 3.78

---

# 4
A molecular structure, C5H10O in a non-equilibrium geometry. Source: the OMol25 dataset; level of theory: ωB97M-V with the def2-TZVPD basis set.

- LUMO level: 1.15 eV
- HOMO-LUMO gap: 9.888 eV
- Total charge: 0
- Relative energy (zero: lowest compared OMol25 entry of this formula, charge and spin): 83.88 kcal per mole

Cartesian coordinates (Å):
C 2.10 0.79 0.00
C 0.97 0.00 -0.54
C -0.01 -0.56 0.43
C -1.03 -0.14 -0.77
C -2.10 -0.10 0.38
O -0.04 0.81 -1.21
H 2.70 1.20 -0.81
H 1.72 1.61 0.63
H 2.73 0.14 0.62
H 1.27 -0.82 -1.20
H -0.04 -1.61 0.73
H -0.05 0.06 1.35
H -1.01 -0.98 -1.48
H -1.89 -0.61 1.36
H -2.31 0.93 0.65
H -2.92 -0.66 -0.03

---

# 5
2 unconnected molecules or ions with the total composition C3H5ClS in a non-equilibrium geometry. Source: the OMol25 dataset; level of theory: ωB97M-V with the def2-TZVPD basis set.

- LUMO level: -0.58 eV
- HOMO-LUMO gap: 8.830 eV
- Total charge: 0
- Relative energy (zero: lowest compared OMol25 entry of this formula, charge and spin): 82.85 kcal per mole

Cartesian coordinates (Å):
C 0.40 2.39 -0.19
C -0.79 -1.46 0.58
C -0.90 -1.53 -0.76
S 2.01 2.40 0.63
Cl 0.23 -2.48 -1.66
H 0.73 2.39 -1.23
H -1.45 -0.74 1.04
H -0.01 -1.95 1.10
H 1.61 2.28 1.87
H -1.81 -1.30 -1.37

---

# 6
A molecular structure, C3H2FLuO2 in a non-equilibrium geometry. Source: the OMol25 dataset; level of theory: ωB97M-V with the def2-TZVPD basis set.

- <S²>: 0.82
- LUMO level (alpha / beta): -5.81 / -7.51 eV
- HOMO-LUMO gap (alpha / beta): 6.213 / 4.461 eV
- Total charge: +1
- Relative energy (zero: lowest compared OMol25 entry of this formula, charge and spin): 153.67 kcal per mole
- 2S+1: 2

Cartesian coordinates (Å):
C -1.39 0.21 -0.12
O -0.25 -1.61 -0.52
C 0.41 -0.42 -0.34
C -1.53 -1.12 -0.22
O 1.46 -0.45 0.29
Lu 2.87 1.16 -0.69
H -1.25 0.91 0.72
H -2.38 -1.72 -0.54
F -3.05 1.07 -0.57